Formula: C21H22N3O4
Source: the Open Molecules 2025 dataset
Level of theory: ωB97M-V with the def2-TZVPD basis set

Output
Energy above the lowest of the compared OMol25 structures with the same formula, charge and spin (eV): 0.796
Frontier orbital gap (eV): 7.15
Net charge: +1
SMILES: CCOC(=O)c1ccc([NH2+]c2ccc(-c3ccc(OC)c(OC)c3)nn2)cc1
M (g mol⁻¹): 380.424

Structure (XYZ):
```
50
C21H22N3O4 ωB97M-V with the def2-TZVPD basis set
C -1.11896 3.30498 7.48057
C -0.01863 3.94065 6.65485
O 0.44091 2.97765 5.69335
C 1.43294 3.35913 4.90385
O 1.96442 4.43890 4.93299
C 1.84158 2.28125 3.94291
C 1.19072 1.05293 3.88973
C 1.60684 0.09167 2.98574
C 2.67479 0.37179 2.14805
N 3.08775 -0.64627 1.16598
C 2.11490 -0.76661 0.06148
C 1.91287 0.22896 -0.89089
C 0.94900 -0.04407 -1.83371
C 0.24988 -1.27471 -1.75880
C -0.77948 -1.66952 -2.69395
C -1.29957 -2.96679 -2.63585
C -2.27084 -3.36654 -3.52453
C -2.77711 -2.50806 -4.50217
O -3.72825 -2.87287 -5.38916
C -4.26143 -4.17919 -5.34759
C -2.26778 -1.18576 -4.56714
O -2.63010 -0.20757 -5.42784
C -3.62762 -0.39366 -6.41341
C -1.28447 -0.80280 -3.66756
N 0.53912 -2.15147 -0.78402
N 1.44330 -1.89840 0.09194
C 3.33039 1.59086 2.18483
C 2.90841 2.54729 3.09057
H -1.47809 4.02073 8.21340
H -0.74334 2.42736 7.99962
H -1.94700 3.00761 6.84286
H 0.82998 4.24248 7.27747
H -0.37750 4.82439 6.11699
H 0.36563 0.85639 4.55470
H 1.10643 -0.86334 2.92852
H 4.02684 -0.42169 0.81285
H 3.09753 -1.58163 1.60316
H 2.47476 1.15022 -0.89205
H 0.73941 0.66385 -2.61714
H -0.92526 -3.65065 -1.89274
H -2.64650 -4.37431 -3.45898
H -4.99635 -4.21400 -6.14985
H -3.49030 -4.93242 -5.53029
H -4.75688 -4.37942 -4.39375
H -3.69188 0.56478 -6.92712
H -3.34984 -1.17044 -7.12737
H -4.59483 -0.63278 -5.96880
H -0.94459 0.21575 -3.75737
H 4.16282 1.79510 1.52738
H 3.39451 3.50867 3.15454
```